1.
10
Properties=species:S:1:pos:R:3:mulliken_charge:R:1 method="wB97M-V/def2-TZVPD" homo_ev=-9.438 gap_ev=8.771 e_lumo_ev=-0.667
N 0.086 1.253 0.151 -0.62
H -2.443 0.403 0.113 0.24
N -1.745 -0.224 -0.255 -0.44
H -0.572 2.025 0.177 0.20
H 2.670 -1.089 0.021 0.27
C 1.592 -0.577 -0.001 0.67
H -1.958 -1.206 -0.178 0.25
N 2.384 0.358 0.176 -0.37
N 0.412 -1.042 -0.147 -0.67
C -0.425 0.097 -0.057 0.47


2.
66
Properties=species:S:1:pos:R:3:mulliken_charge:R:1 method="wB97M-V/def2-TZVPD" homo_ev=-9.072 gap_ev=9.616 smiles="Cc1cc(C(=O)N(C)CCCCCCNC(=O)C[C@H]2CCCC[C@@H]2C)ccc1F" e_lumo_ev=0.544
H 3.618 -0.050 -2.805 0.35
H -5.433 -2.544 1.091 0.22
C -7.240 -0.492 1.057 -1.70
C -6.058 -3.809 2.723 -0.76
H -6.633 -0.574 0.150 0.33
C 1.283 4.769 1.214 0.64
O -2.995 -1.350 4.100 -0.69
H -8.835 -4.864 0.952 0.36
H -9.131 -2.395 0.771 0.39
H -6.816 0.299 1.675 0.40
C 2.627 1.342 -0.885 0.20
C -0.087 -0.395 -0.211 -0.12
H -7.667 -2.922 -0.041 0.29
H -0.066 -0.997 -2.282 0.35
C 2.550 -0.214 -2.699 -1.01
C -0.301 -0.106 -1.690 -0.71
H 1.184 6.043 -1.944 0.38
H -0.915 -0.918 2.370 0.40
C 1.367 4.862 -0.167 0.57
H -5.519 -1.447 3.954 0.37
H -1.358 0.114 -1.875 0.41
H -3.553 -2.997 1.488 0.30
H 1.861 3.750 -1.923 0.39
H -5.071 -4.225 2.936 0.42
H -6.955 -5.742 2.370 0.35
H 2.409 -1.159 -2.166 0.31
C 1.027 6.143 -0.872 -1.52
C -7.310 -1.836 1.776 0.46
H -1.422 -3.865 1.773 0.51
C -5.083 -1.504 2.955 -0.73
C 2.030 2.513 1.221 -0.78
N -3.015 -2.645 2.259 0.09
H 2.089 -0.289 -3.684 0.32
H -8.238 -0.169 0.756 0.46
C 2.102 2.549 -0.164 0.23
H 0.200 1.980 -1.658 0.43
C -5.921 -2.428 2.072 0.28
H 2.315 1.610 1.744 0.52
C 1.778 3.720 -0.842 0.06
H 0.335 1.249 -3.251 0.30
C 1.602 3.629 1.922 -0.87
N 1.953 0.907 -1.993 0.19
C -6.875 -4.774 1.872 -0.74
F 0.874 5.859 1.898 -0.38
H -6.553 -3.677 3.692 0.30
H -0.733 -2.446 -0.277 0.33
H -6.357 -4.950 0.922 0.30
H -7.817 -1.693 2.740 0.31
H -5.089 -0.483 2.566 0.24
O 3.655 0.804 -0.508 -0.65
C -8.256 -4.194 1.591 -0.71
C 0.517 1.085 -2.185 -1.05
H 0.328 -2.086 1.952 0.41
H 1.643 6.966 -0.507 0.34
C -0.720 -1.820 1.785 -0.58
C -3.612 -1.827 3.162 0.15
H -2.002 -1.303 0.134 0.26
H -0.303 0.509 0.370 0.22
H 1.520 3.632 3.000 0.46
C -1.594 -2.943 2.332 -1.28
H -1.345 -3.129 3.376 0.40
H -0.014 6.421 -0.699 0.31
H 0.968 -0.629 -0.029 0.25
C -8.139 -2.819 0.945 -0.91
H -8.805 -4.105 2.535 0.32
C -0.946 -1.541 0.305 -0.70


3.
75
Properties=species:S:1:pos:R:3:mulliken_spin:R:1 method="wB97M-V/def2-TZVPD" spin_multiplicity=6 homo_ev="-5.584 / -7.626" gap_ev="5.704 / 7.389" e_lumo_ev="0.120 / -0.237" s2=8.79
H -2.096 -4.132 -0.738 0.00
H 2.587 -2.147 -1.903 0.01
S -0.237 -1.075 1.975 0.03
N 0.660 -2.879 -1.782 0.04
C -2.710 0.521 -1.675 -0.01
H -3.240 -1.031 5.808 0.00
C -4.453 2.174 -1.159 0.00
N 0.113 0.081 0.950 0.03
C 5.683 0.455 -2.535 -0.01
C -3.184 1.850 -1.598 0.01
O -0.609 -2.182 1.070 0.06
C 0.574 1.363 1.381 -0.04
H 1.883 5.626 0.216 0.03
C -1.903 -1.049 4.132 0.00
H 1.896 -0.046 -0.375 -0.08
C 1.884 4.233 -1.436 -0.13
H -4.950 0.329 4.660 0.00
C -0.126 -3.927 -1.531 0.03
N 1.519 1.934 -0.850 0.17
H -4.069 -2.565 -1.435 0.00
C -3.233 -1.947 -1.086 -0.04
C -4.888 -0.156 -0.818 0.00
C 2.135 0.658 -1.169 0.04
H -1.133 -1.630 4.621 0.00
H -4.575 1.107 2.341 0.00
C 1.767 2.923 -1.792 0.33
H -5.552 -0.950 -0.494 0.00
N -1.986 -2.316 -1.763 0.11
H -0.270 -5.993 -0.983 0.00
H -3.090 -2.174 -0.025 0.00
C -4.039 0.059 4.141 0.00
H 0.018 1.075 3.432 0.03
C -1.716 -0.621 2.826 0.01
C 1.358 3.623 0.868 -0.09
H 3.711 0.167 -3.343 0.00
H 0.536 3.345 4.146 0.00
C -2.666 0.157 2.172 0.00
H 6.353 1.362 0.656 0.00
C -3.833 0.495 2.838 0.00
C 1.990 -3.029 -1.701 0.00
C 4.295 0.415 -2.461 0.01
C 1.150 2.276 0.474 0.07
C 0.397 -5.167 -1.194 -0.01
O 0.760 -1.359 2.969 0.01
C 5.777 1.093 -0.220 0.00
H 1.306 5.022 2.488 0.00
C 1.767 -5.315 -1.105 0.01
H 2.195 -6.269 -0.824 0.00
C 0.401 1.772 2.704 0.12
H 6.181 0.233 -3.471 0.00
H 1.733 0.305 -2.128 -0.02
O -1.494 0.286 -2.135 0.14
C 1.753 4.600 -0.100 0.48
H 3.888 1.279 0.784 0.00
H -2.480 0.523 1.171 0.00
I -1.863 3.381 -2.086 0.00
H 3.664 -4.294 -1.306 0.00
H 7.505 0.834 -1.470 0.00
I -7.229 1.607 -0.086 0.00
Ru -0.272 -0.936 -0.956 3.53
C -3.079 -0.706 4.788 0.00
H 2.085 4.968 -2.204 -0.01
C 2.587 -4.226 -1.368 -0.01
C 6.424 0.795 -1.415 0.00
H 1.901 2.571 -2.806 0.05
C -3.602 -0.486 -1.241 0.02
C 0.690 3.066 3.112 -0.05
C -5.315 1.155 -0.778 0.01
C 4.395 1.044 -0.146 0.01
H -1.991 -4.311 -2.479 0.00
H -4.761 3.209 -1.111 0.00
C -1.624 -3.723 -1.632 -0.02
C 1.130 3.993 2.198 0.08
C 3.645 0.705 -1.270 0.05
H -2.025 -2.027 -2.733 -0.01